# C25H30Br8I2O10P2Pb

C25H30Br8I2O10P2Pb as an isolated structure at a distorted geometry (wB97M-V/def2-TZVPD, OMol25).

As for the energy above the lowest of the compared OMol25 structures with the same formula, charge and spin: 1.25 kcal per mole. The highest occupied orbital energy (spin up / spin down) is -7.57 / -7.75 eV. Its total charge is 0.

Each line ends with the Mulliken charge.
Geometry (Å):
Pb1 -2.0828 -0.5661 -0.4059  1.80
C1 4.5982 -2.4987 -0.2108  -1.56
C2 3.1101 -2.3224 -0.3890  0.77
C3 2.5007 -3.3080 -1.3623  -1.27
O1 2.9144 -0.9521 -0.8836  -0.08
P1 1.5872 -0.1717 -0.5482  -0.45
O2 0.3838 -1.0229 -0.6458  0.03
C4 1.7681 0.5033 1.1139  -0.65
P2 0.4677 1.6964 1.4900  0.00
O3 -0.8419 1.3439 0.9016  -0.43
O4 0.9420 3.0937 0.9504  -0.11
C5 2.1235 3.7917 1.4323  0.65
C6 3.0902 3.9100 0.2730  -1.10
C7 1.6732 5.1330 1.9643  -1.54
O5 0.5398 1.7477 3.0639  -0.35
C8 -0.5128 2.4594 3.8102  0.75
C9 -1.6080 1.4868 4.1830  -1.14
C10 0.1642 3.0753 5.0119  -1.58
O6 1.6398 1.1137 -1.4296  0.13
C11 1.8104 1.2030 -2.8884  0.45
C12 3.2871 1.3319 -3.1968  -1.34
C13 1.1454 0.0529 -3.6180  -0.97
H1 4.8040 -3.4808 0.2202  0.42
H2 5.0060 -1.7325 0.4510  0.37
H3 5.1004 -2.4289 -1.1792  0.31
H4 2.6092 -2.4118 0.5796  0.23
H5 2.9954 -3.2261 -2.3358  0.28
H6 1.4337 -3.1234 -1.4873  0.14
H7 2.6376 -4.3247 -0.9867  0.49
H8 2.7543 0.9577 1.2341  0.63
H9 1.6589 -0.3212 1.8234  0.55
H10 2.5738 3.2104 2.2413  0.38
H11 2.6332 4.4985 -0.5263  0.29
H12 3.3426 2.9263 -0.1274  0.08
H13 4.0066 4.4052 0.5995  0.45
H14 1.1815 5.6961 1.1689  0.34
H15 2.5339 5.6985 2.3257  0.38
H16 0.9650 5.0107 2.7858  0.31
H17 -0.9143 3.2438 3.1649  0.41
H18 -1.2369 0.7674 4.9157  0.21
H19 -1.9635 0.9319 3.3145  0.16
H20 -2.4459 2.0340 4.6209  0.40
H21 0.5913 2.2879 5.6371  0.36
H22 -0.5700 3.6283 5.6012  0.39
H23 0.9634 3.7584 4.7164  0.36
H24 1.3036 2.1333 -3.1287  0.32
H25 3.8136 0.4087 -2.9483  0.17
H26 3.7334 2.1570 -2.6375  0.29
H27 3.4112 1.5319 -4.2631  0.47
H28 1.6423 -0.8930 -3.3889  0.13
H29 1.2222 0.2315 -4.6912  0.51
H30 0.0859 -0.0404 -3.3657  0.13
Br1 -1.0804 -7.3545 2.6036  -0.14
C14 -1.4295 -5.5186 2.3948  0.20
C15 -1.5712 -4.6846 3.5574  0.30
Br2 -1.4361 -5.4514 5.2682  -0.15
C16 -1.7987 -3.3411 3.4213  -0.13
Br3 -1.9606 -2.1925 4.9048  -0.07
C17 -1.9306 -2.7181 2.1349  0.12
O7 -2.1346 -1.4854 1.9857  -0.51
C18 -1.8107 -3.5788 0.9426  0.44
O8 -1.9346 -3.0762 -0.2000  -0.61
C19 -1.5408 -4.9772 1.1432  -0.20
Br4 -1.3553 -5.9946 -0.4281  -0.11
Br5 -5.5551 -1.2569 -7.0684  -0.14
C20 -5.2220 -1.0421 -5.2385  0.33
C21 -6.3192 -1.0859 -4.3042  0.20
Br6 -8.0674 -1.3573 -4.9353  -0.15
C22 -6.0928 -0.9274 -2.9690  -0.10
Br7 -7.4622 -0.9663 -1.6909  -0.08
C23 -4.7577 -0.7185 -2.4549  0.59
O9 -4.5247 -0.5621 -1.2418  -0.61
C24 -3.6441 -0.6863 -3.4205  -0.11
O10 -2.4557 -0.4857 -2.9977  -0.48
C25 -3.9344 -0.8393 -4.7989  -0.38
Br8 -2.4674 -0.7323 -5.9720  -0.11
I1 -2.1820 1.9060 -2.1917  0.27
I2 -1.9052 4.4917 -1.3950  -0.30

=====

# C32H73AlN9O12

C32H73AlN9O12 as an isolated structure at a distorted geometry (wB97M-V/def2-TZVPD, OMol25).

The highest occupied orbital energy is -4.27 eV. Its total charge is -1.

Each line ends with the Mulliken charge.
Geometry (Å):
C1 -2.0662 -0.1226 3.7414  -1.00
Al1 -2.2100 1.1872 2.2086  -0.13
C2 -4.1969 1.8042 2.1233  -0.43
C3 -4.6334 2.5261 3.3286  0.36
O1 -3.9175 3.3067 3.8996  -0.57
O2 -5.9501 2.4113 3.8562  -0.31
C4 -6.5686 1.1869 3.7910  0.67
C5 -7.4252 0.9627 2.5734  -0.93
O3 -6.4680 0.3973 4.6865  -0.55
H1 -2.1219 -1.1496 3.3565  0.27
H2 -1.0869 0.0026 4.2111  0.22
H3 -2.8542 -0.0286 4.4983  0.31
H4 -1.2159 2.4613 2.3296  -0.18
H5 -2.0197 0.3748 0.8342  -0.16
H6 -4.3145 2.4955 1.2788  0.24
H7 -4.7862 0.9129 1.8859  0.21
H8 -6.9900 1.4783 1.7152  0.31
H9 -8.4336 1.3503 2.7265  0.31
H10 -7.4329 -0.1062 2.3570  0.30
C6 1.8836 3.4666 5.3107  -1.09
C7 1.4131 2.4436 4.3004  0.78
O4 0.9263 1.3747 4.6226  -0.66
N1 1.5429 2.7612 2.9853  -0.06
C8 2.0764 3.9686 2.4056  -0.86
H11 1.7104 3.0762 6.3086  0.25
H12 2.9473 3.6681 5.1926  0.19
H13 1.3351 4.4016 5.2011  0.38
H14 1.1756 2.0534 2.3654  0.18
H15 1.3111 4.4716 1.8092  0.28
H16 2.9250 3.7415 1.7531  0.28
H17 2.4106 4.6503 3.1828  0.29
C9 5.3428 4.9407 8.3417  -1.34
C10 4.7826 5.3070 6.9877  0.85
O5 3.6005 5.5403 6.8191  -0.63
N2 5.6484 5.3471 5.9309  -0.13
C11 7.0716 5.0874 5.9314  -0.88
H18 4.5302 4.9420 9.0650  0.32
H19 5.7815 3.9411 8.3073  0.36
H20 6.1058 5.6539 8.6591  0.36
H21 5.2073 5.5879 5.0574  0.23
H22 7.6227 5.9655 5.5869  0.29
H23 7.3092 4.2521 5.2692  0.29
H24 7.4098 4.8400 6.9321  0.32
C12 1.6709 -1.4439 -1.7690  -1.16
C13 0.3372 -1.3657 -1.0630  0.59
O6 0.1537 -0.8045 -0.0042  -0.50
N3 -0.7141 -1.9758 -1.6979  -0.05
C14 -0.7043 -2.7026 -2.9517  -0.62
H25 2.4129 -0.9232 -1.1710  0.31
H26 1.9775 -2.4766 -1.8902  0.37
H27 1.6129 -0.9735 -2.7515  0.32
H28 -1.5839 -1.8781 -1.1965  0.23
H29 -1.3772 -2.2232 -3.6697  0.19
H30 -1.0463 -3.7289 -2.7982  0.29
H31 0.2891 -2.7391 -3.3814  0.17
C15 6.1435 -3.4469 -3.3667  -1.37
C16 4.7222 -3.2939 -3.8574  0.80
O7 3.8070 -2.9743 -3.1246  -0.55
N4 4.4791 -3.5258 -5.1794  -0.08
C17 5.4147 -3.9070 -6.2155  -0.95
H32 6.1596 -3.2269 -2.3041  0.28
H33 6.5007 -4.4655 -3.5242  0.37
H34 6.8088 -2.7536 -3.8828  0.37
H35 3.5073 -3.4027 -5.4241  0.13
H36 5.4335 -3.1580 -7.0099  0.29
H37 5.1320 -4.8671 -6.6550  0.28
H38 6.4162 -4.0008 -5.8087  0.39
C18 -5.2434 7.4438 -0.8703  -1.25
C19 -4.3244 6.3653 -0.3279  0.83
O8 -3.3626 5.9747 -0.9664  -0.65
N5 -4.6276 5.8641 0.8952  -0.11
C20 -5.7297 6.2250 1.7640  -0.83
H39 -4.8753 7.7421 -1.8471  0.29
H40 -6.2629 7.0697 -0.9740  0.33
H41 -5.2518 8.3142 -0.2129  0.34
H42 -3.9881 5.1515 1.2227  0.16
H43 -5.3430 6.5881 2.7172  0.27
H44 -6.3452 5.3439 1.9538  0.23
H45 -6.3495 6.9979 1.3211  0.38
C21 -1.2326 -4.8679 -7.0695  -1.26
C22 0.1780 -4.6422 -6.5848  0.79
O9 0.4130 -4.2300 -5.4586  -0.58
N6 1.1879 -4.9079 -7.4578  0.04
C23 1.0866 -5.3790 -8.8255  -0.98
H46 -1.9268 -4.6149 -6.2758  0.23
H47 -1.4400 -4.2360 -7.9354  0.42
H48 -1.3844 -5.9086 -7.3434  0.29
H49 2.1064 -4.7437 -7.0792  0.05
H50 1.6009 -6.3358 -8.9373  0.31
H51 1.5378 -4.6577 -9.5085  0.29
H52 0.0469 -5.5106 -9.1038  0.36
C24 2.4514 2.3086 10.5369  -1.31
C25 3.5279 3.1005 11.2401  0.79
O10 3.7740 4.2566 10.9395  -0.67
N7 4.2266 2.4767 12.2287  -0.16
C26 4.0726 1.1197 12.7118  -0.82
H53 1.9967 2.9429 9.7826  0.29
H54 2.8717 1.4284 10.0489  0.37
H55 1.6819 1.9893 11.2406  0.38
H56 4.9285 3.0596 12.6559  0.23
H57 3.8149 1.1190 13.7727  0.28
H58 5.0014 0.5606 12.5829  0.28
H59 3.2861 0.6098 12.1665  0.31
C27 -2.3380 -8.3600 -5.7927  -1.30
C28 -3.5597 -7.4786 -5.9284  0.79
O11 -3.6867 -6.6790 -6.8420  -0.65
N8 -4.5216 -7.6026 -4.9781  -0.16
C29 -4.5400 -8.4813 -3.8247  -0.81
H60 -1.6652 -8.1488 -6.6178  0.26
H61 -1.8189 -8.1600 -4.8547  0.36
H62 -2.6156 -9.4140 -5.8278  0.42
H63 -5.3071 -6.9871 -5.1191  0.23
H64 -5.4022 -9.1489 -3.8697  0.28
H65 -4.6021 -7.8988 -2.9046  0.29
H66 -3.6390 -9.0836 -3.7893  0.31
C30 -1.2253 0.6112 -9.2227  -1.35
C31 -0.4262 -0.5926 -8.7779  0.93
O12 0.3970 -1.1260 -9.5088  -0.67
N9 -0.6571 -1.0666 -7.5301  -0.04
C32 -1.5894 -0.5752 -6.5313  -0.82
H67 -0.9262 0.8633 -10.2352  0.31
H68 -2.2935 0.3923 -9.2116  0.35
H69 -1.0331 1.4650 -8.5724  0.37
H70 -0.0908 -1.8668 -7.2959  0.02
H71 -1.0556 -0.2846 -5.6260  0.27
H72 -2.3048 -1.3556 -6.2672  0.25
H73 -2.1338 0.2849 -6.9055  0.38

=====

# C4H21NO8S

A 7-piece molecular cluster, C4H21NO8S overall at a distorted geometry (wB97M-V/def2-TZVPD, OMol25).

As for the energy above the lowest of the compared OMol25 structures with the same formula, charge and spin: 0.00 kcal per mole. The highest occupied orbital energy is -8.71 eV. The SMILES is O=C(O)NCCCS.O.O.O.O.O.O. Its total charge is 0.

Each line ends with the Mulliken charge.
Geometry (Å):
C1 0.7537 0.4098 2.2308  -0.92
N1 0.4430 0.4841 0.8036  0.12
C2 -0.2667 -0.4884 0.2019  0.57
O1 -0.9725 -1.2178 1.0557  -0.46
O2 -0.3100 -0.6664 -1.0226  -0.98
C3 -0.1571 1.2202 3.1605  -0.44
C4 -0.9188 2.3221 2.4621  -0.65
S1 0.0626 3.7205 1.8477  -0.21
H1 1.7720 0.8306 2.2453  0.37
H2 1.0531 -0.5888 2.5429  0.48
H3 1.0614 0.9654 0.1712  0.06
H4 -1.3430 -2.0263 0.6205  0.47
H5 -0.8456 0.4839 3.5871  0.29
H6 0.4207 1.6400 3.9828  0.34
H7 -1.5252 1.9522 1.6359  0.27
H8 -1.6313 2.8130 3.1258  0.39
H9 0.9799 3.1522 1.0510  0.09
H10 1.7213 -1.3505 -3.3050  0.30
H11 0.9642 -0.3757 -2.2948  0.47
O3 1.7035 -0.4633 -2.9281  -0.74
H12 -1.0082 -1.7310 -2.2786  0.59
H13 -1.8354 -1.8641 -3.5712  0.29
O4 -1.5467 -2.3651 -2.8009  -0.71
H14 -1.6872 -4.0322 -0.4596  0.31
H15 -2.6683 -3.0122 -0.9913  0.26
O5 -2.1454 -3.2248 -0.2079  -0.64
H16 -3.5605 -1.7915 -2.2211  0.29
H17 -4.8767 -1.2431 -2.5583  0.31
O6 -4.4956 -1.9461 -2.0136  -0.61
H18 3.0162 0.1030 -1.9289  0.41
H19 4.5356 0.2754 -1.8094  0.28
O7 3.7134 0.5421 -1.3908  -0.64
H20 3.4720 3.1078 0.7941  0.29
H21 3.1755 2.0424 -0.3206  0.32
O8 2.9461 2.3228 0.5839  -0.58

=====

# C34H29NO6P

A 3-piece molecular cluster, C34H29NO6P overall at a distorted geometry (wB97M-V/def2-TZVPD, OMol25).

The highest occupied orbital energy is -4.49 eV. Its total charge is -1.

Each line ends with the Mulliken charge.
Geometry (Å):
C1 6.1539 2.1194 -0.1842  -0.85
C2 5.8737 1.6244 -1.6531  -0.52
P1 5.0776 -0.0965 -1.7456  -0.22
C3 5.6179 -1.0159 -0.2019  -0.92
N1 3.3723 0.2110 -1.7781  -0.16
C4 2.8300 0.7817 -0.5213  0.72
C5 1.4485 0.0467 -0.2406  -0.98
C6 2.4458 2.3221 -0.6474  0.22
O1 2.2758 2.8882 -1.7366  -0.70
O2 2.2953 2.9080 0.5042  -0.77
H1 6.8135 1.4294 0.3947  0.24
H2 5.2005 2.3586 0.3547  0.16
H3 6.7216 3.0923 -0.2576  0.35
H4 5.3095 2.3650 -2.2769  0.31
H5 6.8776 1.5207 -2.1582  0.43
H6 5.0777 -0.7406 0.7401  0.27
H7 5.5074 -2.1259 -0.3179  0.32
H8 6.7003 -0.7588 -0.0237  0.30
H9 2.8351 -0.5853 -2.1109  0.35
H10 3.5133 0.7187 0.3575  -0.03
H11 1.1991 0.0641 0.8663  -0.20
H12 1.4622 -1.0348 -0.5420  0.49
H13 0.6665 0.5612 -0.8523  0.28
C7 -1.8702 -5.5782 4.4057  -0.46
C8 -2.2910 -5.4473 5.7264  -0.44
C9 -2.1067 -4.2486 6.3989  -0.54
C10 -1.4898 -3.1784 5.7573  0.17
C11 -1.0468 -3.3178 4.4420  0.05
C12 -1.2490 -4.5168 3.7648  -0.49
C13 -0.3425 -2.2006 3.7598  0.52
O3 0.0404 -2.3199 2.6149  -0.64
C14 -0.1075 -0.9410 4.5062  0.20
C15 0.6008 0.0962 3.9022  -0.71
C16 0.8133 1.2826 4.5885  -0.61
C17 0.3121 1.4430 5.8775  -0.38
C18 -0.3890 0.4121 6.4861  -0.67
C19 -0.5931 -0.7858 5.8074  0.55
C20 -1.3135 -1.8931 6.4812  0.55
O4 -1.7491 -1.7563 7.6100  -0.69
H14 -2.0228 -6.5126 3.8781  0.39
H15 -2.7651 -6.2817 6.2302  0.39
H16 -2.4400 -4.1488 7.4248  0.45
H17 -0.9181 -4.6241 2.7388  0.48
H18 0.9902 -0.0208 2.8991  0.42
H19 1.3691 2.0851 4.1169  0.54
H20 0.4730 2.3735 6.4093  0.39
H21 -0.7729 0.5404 7.4910  0.46
C21 -1.4453 4.4705 -3.6084  -0.54
C22 -0.4011 3.5587 -3.4778  -0.58
C23 -0.6083 2.2186 -3.7714  -0.83
C24 -1.8640 1.7827 -4.1859  0.48
C25 -2.9188 2.6955 -4.2938  0.35
C26 -2.7011 4.0412 -4.0146  -0.53
C27 -4.2733 2.2409 -4.6860  0.59
O5 -5.1932 3.0335 -4.7847  -0.69
C28 -4.4950 0.7952 -4.9498  0.13
C29 -5.7736 0.3424 -5.2636  -0.54
C30 -5.9892 -1.0025 -5.5245  -0.44
C31 -4.9262 -1.9006 -5.4822  -0.45
C32 -3.6519 -1.4549 -5.1647  -0.51
C33 -3.4344 -0.1081 -4.8883  0.14
C34 -2.0706 0.3515 -4.5145  0.49
O6 -1.1455 -0.4363 -4.4750  -0.67
H22 -1.2792 5.5183 -3.3868  0.40
H23 0.5771 3.8920 -3.1471  0.49
H24 0.2099 1.5151 -3.6721  0.57
H25 -3.5113 4.7543 -4.1092  0.45
H26 -6.6033 1.0382 -5.3008  0.45
H27 -6.9866 -1.3535 -5.7636  0.39
H28 -5.0940 -2.9505 -5.6932  0.38
H29 -2.8280 -2.1573 -5.1280  0.47